[1]
The following is a quantum chemistry calculation of C5H14N3Ti as an isolated structure in a non-equilibrium geometry, from the Open Molecules 2025 dataset.

Each line ends with the Löwdin charge.
Positions of all 23 atoms, in Å:
H: 1.56909 1.04460 -2.38220  0.086
Ti: 0.64214 -0.29141 -0.15938  0.890
H: -0.73854 -1.76413 0.48680  0.116
H: -4.01703 0.59196 -0.57544  0.133
H: -4.08164 -2.08477 -0.02238  0.106
H: 2.26892 1.86888 -1.10777  0.103
H: 3.43752 0.17349 1.06876  -0.047
N: -0.87748 0.60745 0.29532  -0.118
H: -1.99766 2.35527 0.17457  0.114
C: -2.02429 1.29879 0.02918  -0.104
C: -3.18183 -2.05624 -0.64766  -0.011
N: -2.44797 -0.86192 -0.35156  -0.159
C: -2.98676 0.41034 -0.34537  -0.019
H: 1.27421 -0.68545 1.28328  -0.050
H: -2.57571 -2.96456 -0.50824  0.107
H: 4.55172 1.48660 1.74792  0.022
C: 4.39075 0.39229 1.65300  -0.063
C: -1.14600 -0.82980 -0.01709  -0.342
H: 5.33701 0.01022 1.20801  0.032
N: 1.42726 1.32162 -1.40071  0.007
H: 4.10283 0.00282 2.64181  0.024
H: -3.57027 -2.00709 -1.67428  0.105
H: 0.64374 1.98103 -1.39658  0.068

Atoms 1-6, force components in eV/Å:
0.051 0.331 0.360
2.303 0.841 -0.834
0.126 0.573 0.674
-0.199 -0.067 -0.213
0.308 -0.259 0.128
-0.814 -0.711 -0.298

The molar mass is 164.1 g mol⁻¹. The charge is +1. As for the HOMO energy (spin up / spin down): -0.39425 / -0.39465 hartree. As for the LUMO energy (spin up / spin down): -4.02 / -4.01 eV. The HOMO-LUMO gap (spin up / spin down) comes out at 6.7 / 6.7 eV.

[2]
The following is a quantum chemistry calculation of a 3-piece molecular cluster, C20H36NO5PS2 overall in a non-equilibrium geometry, from the Open Molecules 2025 dataset.

Each line ends with the Löwdin charge.
Positions of all 65 atoms, in Å:
H: 5.14434 2.99883 -5.21033  0.080
C: -0.35427 2.19975 -0.03510  -0.262
S: 2.28195 2.09388 -1.09317  0.950
C: -6.68365 -6.34075 3.22365  -0.065
O: 4.69665 4.48643 -2.21930  -0.080
C: -2.19564 0.41646 0.21510  -0.122
H: -5.95201 -5.79391 2.62247  0.076
H: 5.68423 3.30442 1.81305  0.079
C: 4.98757 -0.38051 0.31332  -0.269
H: 0.01549 1.89387 0.94006  0.073
H: -2.42234 2.47719 0.45231  0.125
H: -5.31424 -0.97826 3.47705  0.025
H: 5.14433 1.70107 2.32020  0.069
C: 0.52283 1.70177 -1.18229  -0.495
H: -8.24922 -7.34169 1.16755  0.076
C: -1.37299 -0.62812 0.33435  0.064
C: -4.01352 -1.01315 1.29036  -0.238
C: -1.82945 1.81748 -0.18377  -0.136
C: -3.64571 0.19137 0.49394  -0.344
H: -6.50553 -6.09740 4.27138  0.076
H: -9.38511 -5.98328 1.08814  0.077
H: -6.51751 -7.40986 3.08005  0.076
H: -2.16971 2.00881 -1.20542  0.134
H: 4.70764 2.87951 -0.47538  0.065
H: 3.97537 2.91970 1.81326  0.071
H: -0.30231 3.29073 -0.05654  0.111
C: 5.50017 5.57275 -4.23189  -0.062
H: 3.61463 3.55043 -4.51075  0.082
C: -1.86832 -1.97974 0.68394  -0.359
C: 5.35959 4.26840 -3.46435  -0.497
O: -1.25148 -2.97625 0.38504  0.128
H: 4.54075 2.28463 -3.70308  0.070
H: 6.35048 3.89716 -3.19520  0.138
N: 4.34801 0.84500 -0.18514  -0.227
O: -8.30483 -4.55273 3.05948  -0.062
H: 5.63593 -1.06987 -1.61064  0.076
H: 0.41154 0.64265 -1.40631  0.072
H: -3.41984 -2.95206 1.93298  0.130
H: 6.13033 1.94545 -0.12566  0.113
C: 2.98120 0.94951 0.05069  -1.063
C: 4.96584 2.50996 1.61225  -0.074
C: -8.09387 -5.93686 2.81759  -0.509
O: -6.30539 -2.43485 1.84825  -0.421
H: -7.67399 -4.05656 2.51763  0.041
H: 6.80494 -0.00184 -0.83663  0.062
C: 6.09019 -0.80226 -0.65614  -0.076
H: -6.34209 -0.01549 1.71690  0.022
C: -8.37026 -6.27409 1.35962  -0.064
H: 4.25244 -1.17505 0.37201  0.081
S: 2.15892 0.17295 1.23087  0.740
H: -0.30571 -0.55279 0.17649  0.065
H: 3.80870 4.81192 -2.40629  0.083
O: -4.50406 0.94964 0.09633  0.104
H: -8.81621 -6.45511 3.45245  0.134
H: 6.03143 6.31333 -3.63424  0.079
H: 6.04180 5.42498 -5.16689  0.080
H: 5.42807 -0.20698 1.29850  0.109
C: -3.17990 -2.04798 1.38598  0.033
H: 0.21026 2.23350 -2.08439  0.077
H: -7.68018 -5.72676 0.71184  0.081
C: 4.62692 3.20992 -4.27350  -0.061
P: -5.62103 -1.14679 2.11572  0.748
H: 6.59749 -1.68861 -0.27732  0.074
C: 5.08758 2.07715 0.15831  -0.241
H: 4.51281 5.97903 -4.46943  0.081

Atoms 1-6, force components in eV/Å:
-0.003 0.013 -0.007
-0.132 0.203 -0.106
-0.058 0.202 -0.216
0.004 0.010 0.083
0.086 0.058 0.087
-0.035 -0.075 -0.055

The molar mass is 465.6 g mol⁻¹. Its SMILES is CCN(CC)C(=S)SCCCC1=CC(=O)C=C([PH2]=O)C1=O.CC(C)O.CC(C)O. As for the HOMO energy: -0.31818 hartree. As for the LUMO energy: -1.67 eV. The energy above the lowest of the compared OMol25 structures with the same formula, charge and spin is 0.000 eV. The HOMO-LUMO gap comes out at 7.0 eV.

[3]
The following is a quantum chemistry calculation of C20H29DyN7OS as an isolated structure in a non-equilibrium geometry, from the Open Molecules 2025 dataset.

Each line ends with the Löwdin spin population.
Positions of all 59 atoms, in Å:
H: 2.10740 -1.29310 -1.45830  0.000
H: 3.21420 1.33010 -1.02810  0.000
C: -2.31570 -3.32340 -3.40730  0.000
C: -1.02290 -2.29000 -1.73890  -0.003
H: -0.28540 -3.28830 1.44330  0.000
H: 2.02890 2.43500 -2.58490  0.000
H: -2.27800 -3.36870 5.23130  0.000
H: -3.33830 2.17290 3.50960  0.000
H: -1.96960 2.05610 1.51850  0.000
C: -2.94610 -0.74140 5.15740  0.000
C: 3.11800 0.29540 -0.70210  -0.001
C: -1.28670 -3.51300 3.33410  0.000
H: 0.16260 -4.60870 -1.73760  0.000
H: -1.02260 -5.42390 -2.77050  0.000
H: -3.49710 -2.05200 -4.62560  0.000
C: 1.18400 1.74900 -2.59480  0.000
H: 3.13190 -0.80150 1.15680  0.000
C: -1.97390 -2.86030 4.32820  0.000
N: 1.90840 -0.29460 -1.32350  -0.013
C: -3.25970 0.57110 4.93340  0.000
C: -0.88350 -2.79590 2.20430  0.000
H: -1.02680 -4.55600 3.42390  0.000
H: 0.62700 2.36220 1.98160  0.000
H: 0.84230 -0.32770 -3.11980  0.000
C: 1.62740 0.28080 -2.65490  0.000
H: 0.97450 3.91400 0.26370  0.000
H: 2.37910 2.62020 1.85940  0.000
H: -2.99600 0.99410 0.86250  0.000
H: -1.42900 -5.03830 -1.08520  0.000
N: -1.50980 -1.06940 -2.07020  -0.011
H: -2.35940 1.07980 -3.04280  0.000
C: -3.00400 1.15950 3.68460  0.000
H: 4.03130 -0.22860 -1.00540  0.000
H: 1.62360 0.39750 2.27910  0.000
H: 2.51420 0.24070 -3.30270  0.000
H: 3.80510 0.83570 1.26280  0.000
O: -0.16890 -2.35390 -0.81700  -0.007
H: -2.59980 -4.25080 -3.88130  0.000
N: 1.66320 0.69020 1.29770  -0.008
H: 2.27970 3.03040 -0.49970  0.000
H: -3.33650 0.38830 -4.29780  0.000
C: -1.93490 -0.87380 2.92990  0.000
C: -2.80100 -2.12180 -3.80780  0.000
N: -1.41900 -3.41340 -2.39760  0.000
H: -3.72660 1.15990 5.70600  0.000
N: -1.18900 -1.52120 1.97660  -0.009
H: -3.19340 -1.21150 6.09620  0.000
S: 0.11830 2.22260 -1.17310  -0.010
C: -0.89640 -4.69680 -1.97400  0.000
N: -2.10150 1.04850 1.37290  -0.009
C: 1.33950 2.91120 0.03340  0.000
C: -2.29750 -1.49940 4.15890  0.000
C: -2.35350 0.46050 2.69630  0.000
H: 0.60470 1.98340 -3.48830  0.000
N: -2.70860 0.25840 -3.51670  0.000
C: -2.34890 -0.95690 -3.12830  0.000
C: 3.00120 0.23450 0.82380  -0.001
Dy: -0.28160 -0.33990 0.03180  5.070
C: 1.50920 2.16810 1.36140  0.001

Atoms 1-6, force components in eV/Å:
-0.148 0.346 -0.032
0.038 -0.142 -0.041
-0.389 0.689 -0.407
-0.883 -0.112 -1.384
-0.062 0.005 0.051
-0.030 0.042 0.010

The molar mass is 578.1 g mol⁻¹. The charge is +3. As for the HOMO energy (spin up / spin down): -0.62019 / -0.62017 hartree. As for the expectation value of S²: 9.33. As for the LUMO energy (spin up / spin down): -8.57 / -8.48 eV. The energy above the lowest of the compared OMol25 structures with the same formula, charge and spin is 0.000 eV. The HOMO-LUMO gap (spin up / spin down) comes out at 8.3 / 8.4 eV. As for the spin multiplicity: 6.

[4]
The following is a quantum chemistry calculation of C22H34ClF3N3O6Sr as an isolated structure in a non-equilibrium geometry, from the Open Molecules 2025 dataset.

Each line ends with the Löwdin charge.
Positions of all 70 atoms, in Å:
C: -2.30454 0.74499 6.17350  -0.044
H: 3.42063 0.39677 1.25673  0.092
H: 1.24129 -5.91283 -1.84356  0.088
C: 0.29371 1.55883 -3.95857  -0.195
F: 1.22224 2.02878 3.14297  0.100
C: -1.85690 -1.74172 -1.88316  -0.221
C: 1.60297 -5.24782 -1.05155  -0.047
C: 0.69348 3.62815 -2.78300  -0.070
H: -1.89141 0.95013 7.16851  0.083
H: 4.59276 1.39725 -1.93433  0.083
H: 3.12308 0.86918 -2.83990  0.090
H: -0.85452 -1.95489 -2.28900  0.030
H: 1.51317 -0.24197 -1.74695  0.112
H: -1.86218 1.58024 -1.58873  0.065
C: 0.39670 3.60626 -5.22167  -0.098
N: 0.48570 -4.79682 -0.23616  -0.185
H: 1.17213 -2.85837 -0.26258  0.135
C: 3.61246 1.16792 0.50504  -0.030
H: 0.85509 4.16598 -1.82984  0.105
C: 1.91572 0.01480 -0.75098  -0.291
C: -0.43843 -5.79346 0.28219  -0.031
H: 2.34044 -5.79356 -0.44798  0.087
H: -0.79378 -6.41494 -0.54530  0.088
H: 2.08518 -4.37019 -1.49808  0.091
H: -0.28460 1.72812 -6.03596  0.111
C: 0.47569 3.00980 2.52344  -0.477
H: 3.20193 2.12861 0.84613  0.085
C: 0.34389 -3.50736 0.07872  -0.284
H: -0.87946 -0.23697 -4.09898  0.133
C: 0.27620 2.61765 1.02053  -0.547
H: 1.00144 5.36112 -4.03648  0.098
H: 0.07146 -6.44310 1.00374  0.090
N: 2.99732 0.79039 -0.75856  -0.164
O: 1.13961 3.03223 0.21430  -0.002
C: 0.09860 2.25126 -5.15957  -0.057
H: -2.51422 -1.65816 -2.76095  0.062
N: -1.30373 0.01120 5.42228  -0.182
H: 3.16400 2.46366 -2.02109  0.089
H: -2.53748 1.68072 5.65583  0.095
O: 1.41240 -0.42012 0.30681  -0.169
H: 0.26482 -1.38604 5.52406  0.087
O: -0.71986 1.86679 0.83435  -0.118
H: -0.20214 -0.57628 7.06553  0.081
H: -4.07182 0.64604 -0.03851  -0.035
C: -2.38252 0.66766 -1.25742  -0.301
C: 0.19243 0.08876 -3.96692  -0.205
H: -1.22528 -1.86635 6.39276  0.096
C: 0.41269 2.26148 -2.75524  -0.048
H: -4.34585 1.65342 -1.51872  0.050
C: 3.49792 1.41756 -1.96667  -0.037
O: -0.64485 -3.05107 0.70105  -0.122
C: 0.73706 4.28771 -4.02486  -0.088
H: 0.37280 4.15440 -6.17431  0.096
C: -0.56680 -1.02164 6.13416  -0.038
Cl: -3.58495 -0.43093 2.06287  -0.232
C: -3.86978 0.75965 -1.10821  -0.148
H: -3.23371 0.16099 6.27140  0.096
H: -2.15817 -2.63612 -1.31260  0.050
H: 0.25348 1.78453 -1.78514  0.093
O: -0.46427 -0.62222 3.40693  -0.189
F: -0.70480 3.08921 3.20809  0.107
H: 4.68315 1.27623 0.31840  0.080
C: -1.89646 -0.53993 -1.03574  -0.469
H: -1.27385 -5.28137 0.76679  0.093
H: -1.99828 0.73749 3.64142  0.057
H: -4.28059 -0.14316 -1.57260  0.071
C: -1.26676 0.06713 4.10133  -0.378
O: 1.01772 -0.76011 -3.62374  -0.010
F: 1.13162 4.17944 2.70354  0.118
Sr: -0.90098 -0.57500 0.99020  1.325

Atoms 1-6, force components in eV/Å:
-0.147 -0.122 -0.101
0.025 0.198 -0.199
0.055 0.177 0.062
-0.081 0.416 0.054
-0.487 0.813 -0.315
-0.793 -1.172 1.093

The molar mass is 616.6 g mol⁻¹. The charge is -1. As for the HOMO energy (spin up / spin down): -0.05030 / -0.05024 hartree. As for the LUMO energy (spin up / spin down): 2.33 / 2.33 eV. The energy above the lowest of the compared OMol25 structures with the same formula, charge and spin is 4.524 eV. The HOMO-LUMO gap (spin up / spin down) comes out at 3.7 / 3.7 eV.

[5]
The following is a quantum chemistry calculation of C5H4IrNO5 as an isolated structure in a non-equilibrium geometry, from the Open Molecules 2025 dataset.

Each line ends with the Löwdin spin population.
Positions of all 16 atoms, in Å:
H: 0.08242 -0.81235 2.11795  0.015
C: -0.30524 -1.50438 -2.45179  0.199
O: 0.16081 -3.27655 0.66128  0.089
C: 0.03863 3.08126 0.29815  0.374
Ir: 0.04809 -0.55035 -0.77136  2.127
O: -0.47989 -1.84874 -3.56313  0.148
H: -0.81235 0.49818 1.94892  0.021
O: -2.92688 0.02032 -0.40835  0.154
C: 1.94017 0.00593 -0.89579  0.265
H: 0.70577 2.08880 0.89133  0.204
C: -1.78727 -0.07801 -0.48328  0.199
C: 0.19554 -2.21446 0.22169  0.175
H: 0.80244 0.60942 1.98549  0.052
O: -0.76459 3.72392 -0.25994  0.085
O: 3.07072 0.20049 -0.93687  0.226
N: 0.03161 0.05654 1.64573  0.665

Atoms 1-6, force components in eV/Å:
-0.013 -1.660 0.859
-1.875 -4.280 -9.608
0.214 3.986 -1.575
-1.488 4.763 -1.409
1.847 1.857 -0.872
1.057 2.136 6.467

The molar mass is 350.3 g mol⁻¹. The charge is +3. As for the HOMO energy (spin up / spin down): -0.66855 / -0.97641 hartree. As for the expectation value of S²: 8.78. As for the LUMO energy (spin up / spin down): -13.80 / -19.82 eV. The energy above the lowest of the compared OMol25 structures with the same formula, charge and spin is 1.159 eV. The HOMO-LUMO gap (spin up / spin down) comes out at 4.4 / 6.8 eV. As for the spin multiplicity: 6.

[6]
The following is a quantum chemistry calculation of C13H32AsCaF10N5O6PS as an isolated structure in a non-equilibrium geometry, from the Open Molecules 2025 dataset.

Each line ends with the Löwdin spin population.
Positions of all 70 atoms, in Å:
H: 11.75513 9.83975 -25.07194  0.010
H: 13.37067 8.23837 -24.94665  0.026
H: 12.70975 1.53583 -26.83009  0.001
O: 8.86243 0.45146 -21.97130  0.001
H: 15.44737 0.55146 -25.63227  0.018
H: 13.78778 3.77470 -20.96738  0.058
H: 10.85510 10.13613 -23.66609  0.011
H: 10.11495 10.25704 -25.33352  0.004
F: 11.02777 -0.97190 -23.60834  0.005
O: 9.27084 1.52684 -24.07188  0.000
C: 12.56575 1.85295 -25.78563  0.009
N: 9.64295 8.17944 -27.01607  0.001
C: 12.92907 4.28156 -21.40763  0.150
H: 14.24132 -0.56798 -24.74180  0.005
C: 9.83554 -1.15778 -24.10681  0.001
H: 13.08489 4.31582 -22.48590  0.019
H: 7.88823 8.92447 -26.22648  0.001
F: 10.56492 1.58213 -28.35889  0.001
H: 11.47034 1.98924 -19.48731  0.009
H: 10.92955 9.73517 -27.29807  0.003
F: 11.53651 3.83745 -27.87442  0.003
H: 13.97389 -0.18152 -26.30622  0.003
P: 10.60002 7.23243 -25.92825  0.001
N: 13.54815 1.36237 -24.98231  0.004
C: 12.42584 6.65355 -27.89712  0.007
H: 10.03568 9.09828 -28.80683  0.001
As: 10.04014 3.24053 -28.67880  0.001
H: 13.17407 7.16844 -28.49973  0.003
H: 12.71825 5.28260 -21.03141  0.044
C: 10.38385 7.70324 -23.15744  0.032
H: 9.96108 2.57611 -21.45797  0.001
F: 10.89532 3.39021 -30.27374  0.001
H: 10.59943 3.43238 -19.35089  0.007
H: 12.84028 5.64762 -27.83041  0.003
C: 10.75774 9.69337 -24.65734  0.039
H: 12.32491 3.42439 -18.90170  0.026
H: 9.80852 6.77919 -23.10059  0.001
H: 11.30053 7.40669 -22.64767  0.021
O: 10.57562 3.82054 -22.95524  0.004
C: 10.01480 9.34666 -27.74571  0.009
N: 10.57815 8.22690 -24.51269  0.002
H: 9.84737 8.44938 -22.57131  0.007
O: 11.57298 2.43965 -25.36615  0.003
F: 7.53502 4.01661 -24.20840  0.000
Ca: 9.64739 3.52665 -25.01421  0.013
C: 14.41671 0.26885 -25.41786  0.047
O: 7.35684 -0.12026 -23.86145  0.000
C: 13.45762 7.50021 -25.74392  0.098
N: 12.17833 7.31337 -26.57183  0.001
H: 7.61014 7.91365 -27.64361  0.000
H: 8.09710 7.09757 -26.20603  0.000
F: 9.88991 -1.07304 -25.44768  0.001
H: 13.69377 0.77483 -22.96241  0.018
C: 8.22661 8.03176 -26.75247  0.001
S: 8.70658 0.30224 -23.43783  0.003
H: 12.84122 2.31770 -23.35822  0.002
H: 14.70969 2.01784 -23.53176  0.051
N: 11.81144 3.39259 -21.04546  0.004
H: 14.33879 7.84516 -26.28488  0.018
C: 13.68074 1.66350 -23.59343  0.072
O: 10.21097 5.78389 -25.85070  0.002
F: 8.63439 2.67015 -29.41452  0.000
F: 9.15957 3.35653 -27.08221  0.001
H: 9.34924 10.18442 -27.53767  0.002
C: 11.58927 3.06445 -19.62099  0.070
F: 9.34819 4.87212 -28.97181  0.000
H: 13.83785 6.53289 -25.41555  0.034
C: 10.75552 3.19996 -21.89601  0.002
H: 11.49473 6.69634 -28.46218  0.000
F: 9.16630 -2.26080 -23.67455  0.000

Atoms 1-6, force components in eV/Å:
0.271 0.217 -0.210
-0.505 -0.453 0.228
-0.262 0.350 0.010
0.299 -1.222 -1.534
0.038 -0.094 0.458
0.385 0.671 0.080

The molar mass is 722.4 g mol⁻¹. The charge is -2. As for the HOMO energy (spin up / spin down): 0.08363 / -0.13945 hartree. As for the expectation value of S²: 0.75. As for the LUMO energy (spin up / spin down): 4.20 / 4.28 eV. The HOMO-LUMO gap (spin up / spin down) comes out at 1.9 / 8.1 eV. As for the spin multiplicity: 2.